This record from the OMol25 dataset describes a 6-piece molecular cluster, C41H85FNO4 overall in a non-equilibrium geometry. The level of theory is ωB97M-V/def2-TZVPD.

Computed properties:
HOMO energy in eV: -11.97
Maximum force in eV/A: 5.00
LUMO energy in eV: -5.45
Kohn-Sham gap in eV: 6.513
E_tot in a.u.: -2068.31818
Net charge: +1

Each atom is followed by the atoms it is bonded to, with distances in Å.
Element x y z (Å)
1 C -2.3828 1.6956 -6.7952  O2 1.459, H18 1.154, H19 1.153, H20 1.144
2 O -1.1838 1.9711 -7.5790  C1 1.459, C3 1.462
3 C -1.4521 1.7293 -8.9961  O2 1.462, O4 1.445, H21 1.156, H22 1.143
4 O -0.3087 1.2020 -9.7043  C3 1.445, C5 1.416
5 C -0.3091 -0.2128 -9.7514  O4 1.416, O6 1.245, C7 1.615
6 O -0.0462 -0.9093 -10.7489  C5 1.245
7 C -0.6249 -0.9903 -8.3711  C5 1.615, C8 1.578, C13 1.570
8 C 0.4477 -0.7713 -7.2352  C7 1.578, C9 1.539, H23 1.151
9 C 0.1959 -1.5172 -5.9123  C8 1.539, F10 1.425, N11 1.451
10 F 1.1614 -1.3200 -4.8824  C9 1.425
11 N -0.9746 -2.3474 -5.6979  C9 1.451, C12 1.456, H24 1.035
12 C -1.9768 -2.5651 -6.7310  N11 1.456, C13 1.573, H25 1.152
13 C -1.8814 -1.9062 -8.1557  C7 1.570, C12 1.573, C14 1.598
14 C -2.9391 -2.1607 -9.3255  C13 1.598, C15 1.604, H26 1.149, H27 1.158
15 C -4.2500 -1.2383 -9.2656  C14 1.604, C16 1.609, H28 1.143, H29 1.158
16 C -5.2289 -1.5252 -8.0214  C15 1.609, O17 1.463, H30 1.156, H31 1.149
17 O -5.8883 -0.2957 -7.5821  C16 1.463, H32 0.981
18 H -2.2194 1.9414 -5.6800  C1 1.154
19 H -2.7058 0.5899 -6.8437  C1 1.153
20 H -3.2742 2.3258 -7.1364  C1 1.144
21 H -1.8217 2.7200 -9.4639  C3 1.156
22 H -2.3395 1.0093 -9.0360  C3 1.143
23 H 1.3826 -0.1187 -7.3958  C8 1.151
24 H -1.0374 -2.7992 -4.7686  N11 1.035
25 H -2.8571 -3.2622 -6.4739  C12 1.152
26 H -3.1568 -3.2882 -9.3695  C14 1.149
27 H -2.3963 -1.8913 -10.3118  C14 1.158
28 H -4.0495 -0.1141 -9.3033  C15 1.143
29 H -4.8594 -1.4839 -10.2191  C15 1.158
30 H -6.0905 -2.1933 -8.4069  C16 1.156
31 H -4.6913 -2.0310 -7.1404  C16 1.149
32 H -5.2426 0.4412 -7.5330  O17 0.981
33 C -1.6710 2.0493 0.8671  C34 1.521, H39 1.093, H40 1.094, H41 1.094
34 C -1.7419 2.6733 -0.5185  C33 1.521, C35 1.529, H42 1.095, H43 1.095
35 C -2.1369 1.6779 -1.6102  C34 1.529, C36 1.532, H44 1.096, H45 1.096
36 C -1.1619 0.5147 -1.8184  C35 1.532, C37 1.530, H46 1.098, H47 1.095
37 C 0.2757 0.9166 -2.1540  C36 1.530, C38 1.523, H48 1.095, H49 1.094
38 C 0.3941 1.6839 -3.4640  C37 1.523, H50 1.094, H51 1.094, H52 1.093
39 H -0.9024 1.2749 0.9231  C33 1.093
40 H -1.4254 2.8125 1.6108  C33 1.094
41 H -2.6309 1.6049 1.1448  C33 1.094
42 H -0.7840 3.1458 -0.7586  C34 1.095
43 H -2.4846 3.4781 -0.4994  C34 1.095
44 H -2.2617 2.2220 -2.5533  C35 1.096
45 H -3.1228 1.2625 -1.3720  C35 1.096
46 H -1.5507 -0.1208 -2.6248  C36 1.098
47 H -1.1491 -0.1143 -0.9218  C36 1.095
48 H 0.8805 0.0064 -2.2291  C37 1.095
49 H 0.7085 1.5068 -1.3411  C37 1.094
50 H 0.0020 1.0946 -4.2983  C38 1.094
51 H 1.4439 1.9089 -3.6735  C38 1.094
52 H -0.1447 2.6337 -3.4263  C38 1.093
53 C 0.8783 8.1746 2.8243  C54 1.522, H59 1.092, H60 1.094, H61 1.094
54 C 0.0404 6.9235 3.0469  C53 1.522, C55 1.530, H62 1.095, H63 1.095
55 C -0.3284 6.2030 1.7491  C54 1.530, C56 1.532, H64 1.096, H65 1.096
56 C -1.1910 7.0094 0.7729  C55 1.532, C57 1.530, H66 1.097, H67 1.095
57 C -2.5229 7.5103 1.3342  C56 1.530, C58 1.523, H68 1.095, H69 1.094
58 C -3.4613 6.3844 1.7494  C57 1.523, H70 1.093, H71 1.094, H72 1.093
59 H 0.3359 8.9274 2.2480  C53 1.092
60 H 1.1458 8.6243 3.7845  C53 1.094
61 H 1.8047 7.9352 2.2949  C53 1.094
62 H -0.8612 7.1803 3.6120  C54 1.095
63 H 0.6100 6.2312 3.6763  C54 1.095
64 H -0.8413 5.2678 2.0006  C55 1.096
65 H 0.5929 5.9095 1.2325  C55 1.096
66 H -1.3889 6.3859 -0.1074  C56 1.097
67 H -0.6196 7.8695 0.4078  C56 1.095
68 H -3.0194 8.1090 0.5634  C57 1.095
69 H -2.3537 8.1803 2.1826  C57 1.094
70 H -3.6759 5.7234 0.9053  C58 1.093
71 H -4.4100 6.7980 2.1036  C58 1.094
72 H -3.0400 5.7857 2.5607  C58 1.093
73 C -1.1878 -3.9207 4.5227  C74 1.522, H79 1.093, H80 1.094, H81 1.094
74 C -2.5165 -3.2444 4.8267  C73 1.522, C75 1.529, H82 1.095, H83 1.095
75 C -2.9920 -2.3211 3.7046  C74 1.529, C76 1.532, H84 1.095, H85 1.097
76 C -2.0728 -1.1337 3.4019  C75 1.532, C77 1.530, H86 1.097, H87 1.096
77 C -1.7922 -0.2037 4.5837  C76 1.530, C78 1.523, H88 1.095, H89 1.094
78 C -3.0433 0.4784 5.1220  C77 1.523, H90 1.093, H91 1.094, H92 1.093
79 H -0.3801 -3.1929 4.4144  C73 1.093
80 H -0.9146 -4.5982 5.3367  C73 1.094
81 H -1.2505 -4.5080 3.6020  C73 1.094
82 H -2.4429 -2.6951 5.7706  C74 1.095
83 H -3.2746 -4.0195 4.9819  C74 1.095
84 H -3.9932 -1.9526 3.9529  C75 1.095
85 H -3.1090 -2.9093 2.7866  C75 1.097
86 H -2.5212 -0.5496 2.5893  C76 1.097
87 H -1.1172 -1.5031 3.0129  C76 1.096
88 H -1.0896 0.5697 4.2553  C77 1.095
89 H -1.2938 -0.7493 5.3909  C77 1.094
90 H -3.5368 1.0623 4.3407  C78 1.093
91 H -2.7784 1.1595 5.9359  C78 1.094
92 H -3.7591 -0.2456 5.5187  C78 1.093
93 C 0.5878 -3.1239 0.8984  C94 1.522, H99 1.093, H100 1.094, H101 1.094
94 C 1.6359 -3.2300 1.9973  C93 1.522, C95 1.530, H102 1.095, H103 1.096
95 C 3.0708 -3.1367 1.4759  C94 1.530, C96 1.532, H104 1.095, H105 1.096
96 C 3.4909 -4.2482 0.5096  C95 1.532, C97 1.530, H106 1.096, H107 1.096
97 C 3.3627 -5.6720 1.0547  C96 1.530, C98 1.523, H108 1.095, H109 1.095
98 C 4.2499 -5.9342 2.2649  C97 1.523, H110 1.093, H111 1.094, H112 1.093
99 H 0.6651 -3.9478 0.1849  C93 1.093
100 H -0.4165 -3.1557 1.3315  C93 1.094
101 H 0.6892 -2.1816 0.3516  C93 1.094
102 H 1.4906 -4.1603 2.5556  C94 1.095
103 H 1.4740 -2.4151 2.7116  C94 1.096
104 H 3.7545 -3.1213 2.3316  C95 1.095
105 H 3.2024 -2.1729 0.9703  C95 1.096
106 H 4.5322 -4.0731 0.2152  C96 1.096
107 H 2.9026 -4.1716 -0.4117  C96 1.096
108 H 3.6431 -6.3723 0.2608  C97 1.095
109 H 2.3210 -5.8938 1.3067  C97 1.095
110 H 5.3011 -5.7565 2.0244  C98 1.093
111 H 4.1485 -6.9749 2.5859  C98 1.094
112 H 3.9756 -5.3004 3.1118  C98 1.093
113 C 7.2792 -0.5998 7.2607  C114 1.522, H119 1.092, H120 1.094, H121 1.093
114 C 6.4482 -1.8551 7.4863  C113 1.522, C115 1.530, H122 1.095, H123 1.095
115 C 6.0777 -2.5772 6.1898  C114 1.530, C116 1.532, H124 1.095, H125 1.096
116 C 5.2077 -1.7739 5.2182  C115 1.532, C117 1.530, H126 1.097, H127 1.095
117 C 3.8759 -1.2790 5.7855  C116 1.530, C118 1.523, H128 1.095, H129 1.094
118 C 2.9442 -2.4090 6.2034  C117 1.523, H130 1.093, H131 1.094, H132 1.093
119 H 6.7310 0.1505 6.6866  C113 1.092
120 H 7.5483 -0.1490 8.2201  C113 1.094
121 H 8.2047 -0.8348 6.7278  C113 1.093
122 H 5.5475 -1.6026 8.0549  C114 1.095
123 H 7.0234 -2.5447 8.1133  C114 1.095
124 H 5.5702 -3.5145 6.4427  C115 1.095
125 H 6.9981 -2.8663 5.6694  C115 1.096
126 H 5.0087 -2.3975 4.3383  C116 1.097
127 H 5.7738 -0.9108 4.8513  C116 1.095
128 H 3.3736 -0.6816 5.0169  C117 1.095
129 H 4.0458 -0.6088 6.6336  C117 1.094
130 H 2.7292 -3.0701 5.3594  C118 1.093
131 H 1.9953 -1.9988 6.5618  C118 1.094
132 H 3.3714 -3.0064 7.0124  C118 1.093